1.
The following is a quantum chemistry calculation of a 3-piece molecular cluster, C22H41Br2N3O6P overall, from OMol25.

Computed properties:
Energy = -6967.60038 Ha
Largest force on an atom = 1.64 eV/A
Frontier orbital gap = 5.83 eV
Net charge = +1
E_LUMO = -4.6 eV

Each line ends with the Mulliken charge.
Geometry (Å):
C 1.774 -2.863 3.618  -1.00
C 0.818 -2.757 2.686  -0.73
C -0.123 -1.646 2.517  1.23
C 0.156 -0.294 2.838  0.34
Br 1.776 0.257 3.578  -0.04
C -0.772 0.710 2.588  -0.56
C -1.976 0.407 2.005  0.39
C -3.018 1.429 1.670  -1.18
C -4.168 1.329 2.659  0.52
O -4.985 0.468 2.602  -0.43
Br -4.176 2.679 4.019  -0.10
N -2.228 -0.877 1.713  0.23
C -1.370 -1.893 1.943  -0.28
P -1.888 -3.615 1.459  0.06
C -3.319 -3.855 2.565  -1.23
O -2.540 -3.399 -0.040  -0.39
H 1.691 -2.503 4.633  0.37
H 2.671 -3.417 3.364  0.26
H 0.687 -3.583 1.995  0.39
H -0.563 1.745 2.816  0.56
H -3.436 1.200 0.687  0.33
H -2.567 2.415 1.630  0.56
H -3.119 -1.092 1.277  0.32
H -3.636 -4.893 2.544  0.38
H -2.977 -3.582 3.565  0.36
H -4.141 -3.174 2.323  0.42
H -3.496 -3.537 0.040  0.31
C 4.701 7.818 4.008  -0.71
O 5.386 6.871 3.209  -0.35
C 5.682 5.650 3.872  -0.79
C 4.901 4.509 3.258  -0.23
N 3.478 4.631 3.554  -0.24
C 2.630 3.704 2.819  -0.25
C 2.555 3.840 1.301  -0.56
O 1.925 5.021 0.858  -0.42
C 2.766 6.158 0.736  -0.55
H 4.633 8.738 3.432  0.24
H 3.688 7.486 4.259  0.30
H 5.247 8.023 4.933  0.35
H 5.489 5.725 4.946  0.41
H 6.750 5.455 3.736  0.40
H 5.269 3.562 3.665  0.35
H 5.103 4.517 2.179  0.20
H 3.183 5.576 3.340  0.06
H 1.614 3.824 3.209  0.38
H 2.938 2.681 3.057  -0.08
H 1.930 3.017 0.934  0.32
H 3.534 3.718 0.823  0.38
H 3.787 5.877 0.466  0.29
H 2.783 6.749 1.655  0.19
H 2.356 6.784 -0.055  0.28
C -2.497 -4.939 -7.974  -0.72
O -1.792 -3.815 -7.483  -0.36
C -2.623 -2.758 -7.023  -0.81
C -2.481 -2.580 -5.527  -0.18
N -3.067 -3.705 -4.809  -0.28
C -2.778 -3.725 -3.382  -0.69
C -1.331 -3.911 -2.941  -0.12
O -0.796 -5.184 -3.237  -0.43
C -0.232 -5.330 -4.531  -0.55
H -1.763 -5.623 -8.394  0.24
H -3.044 -5.458 -7.180  0.31
H -3.200 -4.653 -8.762  0.35
H -3.667 -2.926 -7.301  0.42
H -2.288 -1.841 -7.517  0.40
H -2.991 -1.661 -5.225  0.35
H -1.410 -2.463 -5.312  0.19
H -2.724 -4.565 -5.218  0.14
H -3.358 -4.548 -2.952  0.32
H -3.162 -2.798 -2.938  0.32
H -1.319 -3.831 -1.854  0.00
H -0.673 -3.117 -3.320  0.31
H 0.199 -4.393 -4.892  0.28
H -0.967 -5.693 -5.254  0.18
H 0.559 -6.075 -4.461  0.29



2.
The following is a quantum chemistry calculation of one molecule with the formula C6H10ClN, from OMol25.

Computed properties:
Energy = -749.48583 Ha
SMILES string = C=C1[C@H](Cl)CC[C@@H]1N
Largest force on an atom = 5.38 eV/A
Frontier orbital gap = 10.16 eV
Relative energy (zero: lowest compared OMol25 entry of this formula, charge and spin) = 1.922 eV
E_LUMO = 0.9 eV

Each line ends with the natural charge from an NBO analysis.
Geometry (Å):
C -0.715 -0.094 -0.952  -0.09
C 0.030 1.225 -0.967  -0.41
C 0.740 1.286 0.424  -0.41
C 1.265 -0.103 0.622  -0.27
C 0.316 -1.034 -0.148  -0.03
C 0.140 -2.231 0.240  -0.37
H -2.566 -0.579 0.159  0.37
H -1.730 0.809 0.631  0.35
H -1.140 -0.246 -2.069  0.23
H -0.578 2.183 -1.175  0.24
H 0.941 1.153 -1.678  0.20
H 1.430 2.212 0.623  0.24
H -0.195 1.417 1.144  0.18
H 2.221 -0.220 -0.005  0.22
H -0.689 -2.927 -0.044  0.20
H 0.661 -2.655 1.126  0.21
N -1.963 0.263 -0.167  -0.84
Cl 1.832 -0.457 2.234  -0.02



3.
The following is a quantum chemistry calculation of one molecule with the formula C7H10O, from OMol25.

Computed properties:
Energy = -347.83057 Ha
SMILES string = C=C(C)C(=O)C(=C)C
Largest force on an atom = 5.49 eV/A
Frontier orbital gap = 8.69 eV
Relative energy (zero: lowest compared OMol25 entry of this formula, charge and spin) = 3.609 eV
E_LUMO = 0.7 eV

Each line ends with the natural charge from an NBO analysis.
Geometry (Å):
C 0.405 -1.752 -0.707  -0.63
C 0.638 0.480 2.079  -0.67
C 1.012 0.687 -0.568  0.68
C -0.190 0.684 0.858  -0.08
C 0.161 -0.320 -1.115  -0.10
C -0.658 0.026 -2.154  -0.48
C -1.433 1.105 0.772  -0.42
O 1.883 1.460 -0.687  -0.46
H 0.582 -2.373 -1.585  0.24
H -0.485 -2.108 -0.187  0.23
H 1.250 -1.886 -0.034  0.22
H 1.110 -0.506 2.077  0.21
H 1.437 1.223 2.126  0.23
H 0.037 0.571 2.985  0.21
H -1.936 1.111 -0.196  0.21
H -2.045 1.306 1.643  0.20
H -1.042 -0.751 -2.797  0.21
H -0.726 1.043 -2.511  0.21



4.
The following is a quantum chemistry calculation of C21H36P2SV as an isolated structure, from OMol25.

Computed properties:
Energy = -2846.38698 Ha
Largest force on an atom = 6.60 eV/A
Frontier orbital gap (spin up / spin down) = 6.74 / 5.00 eV
Relative energy (zero: lowest compared OMol25 entry of this formula, charge and spin) = 0.000 eV
E_LUMO (spin up / spin down) = 0.4 / -1.4 eV
Multiplicity = 4

Each line ends with the natural charge from an NBO analysis.
Geometry (Å):
P 1.262 -3.714 -3.993  1.33
P -1.569 3.764 -1.226  0.78
C -0.802 1.758 -3.218  -0.41
C -0.764 3.301 -2.870  -0.68
H -1.842 1.418 -3.150  0.22
H -0.238 1.264 -2.389  0.24
H 0.285 3.642 -2.816  0.23
H -1.286 3.843 -3.686  0.21
C -3.302 3.886 -1.847  -0.94
H -3.825 4.717 -1.357  0.23
H -3.806 2.946 -1.577  0.23
H -3.312 4.012 -2.939  0.22
C -1.152 5.556 -1.033  -0.93
H -0.831 6.012 -1.976  0.22
H -0.336 5.616 -0.294  0.24
H -2.021 6.081 -0.621  0.23
C -0.203 -4.602 -3.447  -0.96
H 0.092 -5.278 -2.631  0.26
H -0.571 -5.198 -4.292  0.26
H -0.999 -3.939 -3.082  0.28
C 2.474 -3.740 -2.664  -0.96
H 2.104 -3.134 -1.818  0.29
H 3.425 -3.318 -3.017  0.27
H 2.628 -4.783 -2.354  0.23
V 0.476 -0.287 -3.335  0.77
C 1.256 0.862 -4.548  -0.44
C -0.189 1.370 -4.607  -0.32
C -1.180 0.620 -5.560  -0.38
C -0.938 -0.884 -5.753  -0.42
C -0.386 -1.554 -4.516  -0.54
C 1.040 -1.931 -4.371  -0.62
C 2.083 -1.423 -5.348  -0.39
C 1.852 0.077 -5.702  -0.42
C -0.900 -0.838 -1.841  -0.83
H 1.944 1.611 -4.130  0.23
H -0.060 2.359 -5.082  0.27
H -1.154 1.121 -6.543  0.21
H -2.197 0.743 -5.157  0.21
H -1.928 -1.323 -5.980  0.21
H -0.361 -1.091 -6.674  0.19
H -1.085 -2.316 -4.128  0.18
H 1.661 -4.252 -5.218  -0.01
H 2.135 -2.051 -6.264  0.18
H 3.076 -1.516 -4.872  0.20
H 2.832 0.519 -5.936  0.22
H 1.260 0.176 -6.627  0.21
H -1.132 -0.090 -1.073  0.21
H -0.442 -1.715 -1.357  0.20
H -1.832 -1.123 -2.357  0.19
S 1.911 0.241 -1.324  -0.20
C 1.600 0.511 0.355  -0.15
C 2.287 -0.289 1.311  -0.23
C 2.182 -0.031 2.675  -0.21
C 1.378 1.028 3.135  -0.26
C 0.676 1.809 2.206  -0.15
C 0.780 1.559 0.839  -0.26
H 2.919 -1.097 0.932  0.21
H 2.719 -0.664 3.392  0.21
H 1.309 1.224 4.207  0.21
H 0.038 2.617 2.566  0.20
H 0.250 2.180 0.121  0.22



5.
The following is a quantum chemistry calculation of one molecule with the formula C3H2FNO, from OMol25.

Computed properties:
Energy = -345.07998 Ha
Largest force on an atom = 4.65 eV/A
Frontier orbital gap (spin up / spin down) = 7.95 / 7.81 eV
Relative energy (zero: lowest compared OMol25 entry of this formula, charge and spin) = 7.404 eV
E_LUMO (spin up / spin down) = -0.7 / -0.6 eV

Each line ends with the natural charge from an NBO analysis.
Geometry (Å):
C 0.211 -0.731 -0.038  -0.51
C 0.902 0.565 -0.102  0.11
C -1.068 -0.751 -0.092  0.48
N -1.060 1.715 -0.047  -0.09
O 0.190 1.626 -0.020  -0.18
F -2.058 -1.582 -0.024  -0.28
H 0.913 -1.648 0.195  0.25
H 1.971 0.805 0.128  0.21



6.
The following is a quantum chemistry calculation of a 7-piece molecular cluster, C19H25BCl13F5NO6 overall, from OMol25.

Computed properties:
Energy = -7751.44801 Ha
Largest force on an atom = 4.32 eV/A
Frontier orbital gap = 7.20 eV
Net charge = +1
E_LUMO = -5.1 eV

Each line ends with the natural charge from an NBO analysis.
Geometry (Å):
C 1.738 -3.617 2.693  -0.37
C 1.145 -2.839 1.760  -0.23
C 1.542 -2.842 0.227  -0.51
C 0.672 -1.765 -0.477  0.30
C -0.717 -2.018 -0.794  -0.04
C -1.526 -3.300 -0.498  0.60
F -0.915 -4.246 0.267  -0.28
F -2.682 -2.948 0.186  -0.30
C -2.047 -4.055 -1.831  0.92
F -3.411 -3.994 -1.878  -0.30
F -1.740 -5.381 -1.736  -0.29
F -1.485 -3.571 -2.966  -0.30
C -1.430 -0.936 -1.511  -0.01
C -2.908 -1.023 -1.986  0.72
O -3.819 -0.885 -1.230  -0.45
O -3.164 -1.239 -3.343  -0.26
O -3.977 -0.243 -3.864  -0.39
C -0.735 0.323 -1.845  -0.04
Cl -1.562 1.632 -2.699  0.11
C 0.649 0.454 -1.454  -0.03
B 1.405 1.856 -1.872  1.11
O 1.959 2.040 -3.154  -0.88
O 1.460 2.879 -0.945  -0.87
N 1.311 -0.569 -0.781  0.00
O 2.604 -0.337 -0.509  -0.32
C 2.844 0.027 0.889  -0.11
C 1.591 0.510 1.694  -0.68
H 1.224 -3.726 3.666  0.25
H 2.671 -4.193 2.496  0.22
H 0.303 -2.191 2.118  0.21
H 2.643 -2.680 0.078  0.26
H 1.315 -3.848 -0.213  0.27
H -3.913 0.579 -3.335  0.46
H 2.496 1.241 -3.327  0.50
H 1.979 3.618 -1.352  0.53
H 3.612 0.846 0.958  0.23
H 3.313 -0.847 1.427  0.20
H 1.885 0.788 2.753  0.27
H 0.754 -0.224 1.764  0.21
H 1.183 1.420 1.172  0.24
C 4.821 5.549 -0.938  -0.39
Cl 3.802 5.242 -2.354  -0.04
Cl 4.659 4.249 0.237  -0.03
H 5.857 5.617 -1.258  0.23
H 4.515 6.482 -0.476  0.24
C 3.085 -3.512 6.811  -0.40
Cl 2.504 -5.058 7.432  -0.01
Cl 2.807 -3.378 5.064  -0.04
H 2.555 -2.707 7.313  0.23
H 4.151 -3.431 7.006  0.23
C -6.214 -6.026 -1.892  -0.40
Cl -7.188 -6.569 -0.522  -0.02
Cl -5.951 -7.332 -3.052  -0.02
H -6.731 -5.211 -2.390  0.22
H -5.251 -5.682 -1.525  0.21
C 1.649 3.753 4.188  -0.40
Cl 1.043 2.209 4.805  -0.03
Cl 1.411 3.868 2.444  -0.02
H 1.117 4.565 4.675  0.23
H 2.711 3.826 4.405  0.23
C -6.621 0.691 -1.676  -0.40
Cl -6.720 2.393 -2.153  -0.03
Cl -6.893 0.488 0.056  -0.01
H -7.375 0.129 -2.219  0.23
H -5.635 0.315 -1.920  0.21
C 2.332 8.897 -2.654  -0.39
Cl 3.517 8.723 -1.351  -0.04
Cl 1.041 10.013 -2.202  -0.01
H 2.835 9.278 -3.538  0.23
H 1.898 7.923 -2.865  0.22



7.
The following is a quantum chemistry calculation of a 4-piece molecular cluster, C32H46FN3O7 overall, from OMol25.

Computed properties:
Energy = -2037.77702 Ha
SMILES string = COCCCCCc1cc(F)cc2c1C(=O)c1c(C[C@@H](C)O)cccc1C2=O.CNC(C)=O.CNC(C)=O.CNC(C)=O
Largest force on an atom = 2.59 eV/A
Frontier orbital gap = 8.93 eV
E_LUMO = 0.1 eV

Each line ends with the Mulliken charge.
Geometry (Å):
C 4.144 -1.712 3.158  -0.81
O 4.054 -1.670 1.738  -0.36
C 5.033 -0.811 1.151  -0.55
C 4.400 0.374 0.364  -1.12
C 2.874 0.451 0.451  -0.37
C 2.349 1.142 1.745  -0.71
C 2.037 2.655 1.556  -0.90
C 0.703 3.087 2.134  0.71
C 0.707 3.941 3.236  -0.95
C -0.483 4.344 3.773  0.18
F -0.488 5.155 4.857  -0.39
C -1.710 3.966 3.288  -1.11
C -1.732 3.126 2.200  0.94
C -0.533 2.704 1.639  -0.23
C -0.646 1.756 0.452  0.49
O 0.044 1.876 -0.542  -0.60
C -1.726 0.702 0.621  -0.01
C -1.589 -0.636 0.269  0.01
C -0.292 -1.176 -0.294  0.08
C -0.473 -2.174 -1.491  0.13
C 0.669 -1.872 -2.512  -1.13
O -0.232 -3.500 -0.985  -0.56
C -2.675 -1.473 0.480  -0.64
C -3.861 -1.026 1.004  -0.77
C -4.004 0.311 1.357  -1.09
C -2.926 1.138 1.173  1.11
C -3.013 2.592 1.585  -0.33
O -4.000 3.283 1.413  -0.57
H 4.402 -0.728 3.576  0.37
H 3.150 -1.959 3.554  0.25
H 4.860 -2.494 3.445  0.27
H 5.611 -1.433 0.450  0.37
H 5.753 -0.483 1.915  0.34
H 4.652 0.218 -0.696  0.43
H 4.888 1.320 0.640  0.32
H 2.406 -0.531 0.340  0.16
H 2.499 1.050 -0.393  0.69
H 3.136 1.030 2.506  0.42
H 1.479 0.590 2.130  0.33
H 2.815 3.205 2.101  0.36
H 2.141 2.980 0.515  0.51
H 1.626 4.311 3.685  0.49
H -2.655 4.265 3.735  0.52
H 0.393 -0.394 -0.620  0.24
H 0.223 -1.705 0.525  0.36
H -1.468 -2.073 -1.932  0.54
H 0.924 -2.810 -3.023  0.26
H 1.560 -1.522 -1.974  0.12
H 0.302 -1.114 -3.215  0.39
H 0.709 -3.511 -0.775  0.41
H -2.610 -2.527 0.216  0.48
H -4.707 -1.684 1.156  0.47
H -4.926 0.687 1.792  0.45
C 2.000 7.303 2.227  -1.32
C 3.377 6.687 2.252  0.78
O 3.652 5.683 1.613  -0.62
N 4.322 7.291 3.022  -0.17
C 4.187 8.479 3.844  -0.84
H 1.358 6.716 1.576  0.25
H 1.571 7.303 3.230  0.37
H 2.046 8.323 1.840  0.45
H 5.217 6.829 2.994  0.24
H 4.897 9.233 3.501  0.29
H 4.419 8.224 4.880  0.28
H 3.183 8.888 3.796  0.33
C -7.010 -1.763 -2.101  -1.38
C -5.756 -2.590 -1.956  0.81
O -5.122 -2.631 -0.914  -0.57
N -5.342 -3.301 -3.039  -0.11
C -5.954 -3.380 -4.352  -0.90
H -7.210 -1.257 -1.161  0.28
H -6.881 -1.011 -2.881  0.37
H -7.861 -2.403 -2.340  0.40
H -4.499 -3.830 -2.873  0.15
H -6.211 -4.419 -4.564  0.30
H -5.238 -3.036 -5.100  0.29
H -6.851 -2.772 -4.412  0.34
C -0.962 -5.545 -3.902  -0.81
C 0.525 -5.806 -3.917  0.67
O 1.323 -5.008 -3.455  -0.63
N 0.956 -6.973 -4.466  -0.20
C 0.164 -8.034 -5.058  -0.85
H -1.145 -4.582 -3.433  -0.13
H -1.353 -5.519 -4.921  0.43
H -1.476 -6.316 -3.326  0.38
H 1.958 -7.082 -4.442  0.24
H 0.347 -8.963 -4.514  0.28
H 0.471 -8.172 -6.097  0.28
H -0.896 -7.808 -5.028  0.32



8.
The following is a quantum chemistry calculation of C3H7O4Tl as an isolated structure, from OMol25.

Computed properties:
Energy = -591.03448 Ha
Largest force on an atom = 3.59 eV/A
Frontier orbital gap = 4.22 eV
Relative energy (zero: lowest compared OMol25 entry of this formula, charge and spin) = 1.499 eV
Net charge = +2
E_LUMO = -15.2 eV

Each line ends with the natural charge from an NBO analysis.
Geometry (Å):
Tl -0.165 -2.596 2.549  1.01
O -1.619 -0.160 2.568  -0.36
H -2.356 0.383 2.204  0.48
C -0.841 1.723 0.750  -0.18
O -0.032 1.360 -0.324  -0.30
C 0.310 0.097 -0.571  1.00
O 0.128 -0.846 0.166  -0.53
O 1.035 0.102 -1.667  -0.36
C 1.564 -1.133 -2.119  -0.30
H -1.883 1.404 0.648  0.22
H -0.831 2.809 0.836  0.31
H -0.618 1.276 1.754  0.30
H 0.948 -2.019 -1.960  0.22
H 2.531 -1.388 -1.665  0.24
H 1.829 -1.015 -3.169  0.26